# 1
{"formula": "C25H33O2STb", "method": "ωB97M-V/def2-TZVPD", "species": ["O", "C", "C", "H", "H", "C", "H", "H", "C", "H", "H", "H", "C", "H", "H", "H", "Tb", "C", "C", "C", "H", "C", "C", "H", "H", "H", "H", "C", "C", "C", "H", "C", "C", "H", "H", "H", "H", "O", "C", "C", "H", "H", "C", "H", "H", "C", "H", "H", "H", "H", "S", "C", "C", "C", "C", "C", "C", "H", "H", "H", "H", "H"], "positions_angstrom": [[0.88, -0.06, -3.59], [0.90, 1.06, -4.57], [0.67, 0.12, -5.76], [1.86, 1.62, -4.65], [0.06, 1.76, -4.35], [0.72, -1.00, -4.70], [1.43, 0.08, -6.54], [-0.33, 0.22, -6.21], [1.85, -2.01, -4.76], [2.83, -1.55, -4.70], [1.74, -2.61, -5.67], [1.68, -2.69, -3.93], [-0.60, -1.75, -4.70], [-1.47, -1.10, -4.56], [-0.61, -2.47, -3.88], [-0.69, -2.27, -5.66], [-0.09, -0.51, 0.93], [-1.80, -1.10, 2.87], [-1.63, 0.32, 2.96], [-2.20, 0.92, 1.82], [-1.29, 0.84, 3.86], [-2.78, -0.12, 1.02], [-2.46, -1.37, 1.63], [-2.77, -2.35, 1.27], [-1.56, -1.81, 3.66], [-2.21, 1.99, 1.60], [-3.46, 0.02, 0.17], [1.11, -2.08, 2.42], [0.32, -2.92, 1.58], [0.81, -2.79, 0.24], [-0.47, -3.59, 1.91], [1.93, -1.89, 0.25], [2.11, -1.44, 1.59], [2.90, -0.78, 1.95], [1.02, -1.98, 3.50], [0.48, -3.39, -0.61], [2.56, -1.63, -0.60], [-0.23, 0.78, -1.05], [-1.41, 0.48, -1.89], [-1.95, 1.82, -2.29], [-2.15, -0.10, -1.32], [-1.10, -0.15, -2.73], [-1.14, 2.94, -1.61], [-3.04, 1.87, -2.12], [-1.79, 1.87, -3.36], [0.16, 2.26, -1.11], [-1.66, 3.38, -0.74], [-0.93, 3.72, -2.34], [0.59, 2.55, -0.11], [0.95, 2.29, -1.88], [1.24, 1.48, 2.50], [1.16, 1.34, 4.22], [1.95, 0.41, 4.93], [1.76, 0.22, 6.30], [0.80, 0.99, 6.99], [0.10, 2.01, 6.32], [0.32, 2.22, 4.96], [2.72, -0.15, 4.40], [2.34, -0.51, 6.85], [0.61, 0.84, 8.07], [-0.61, 2.66, 6.84], [-0.16, 3.03, 4.40]], "orbital_gap_ev": [7.1, 7.1], "total_charge": 0, "spin_multiplicity": 7, "e_lumo_ev": [0.30, 0.30], "e_tot_ha": -2345.497935}

***

# 2
{"formula": "C3H3N2P", "method": "ωB97M-V/def2-TZVPD", "species": ["C", "C", "C", "N", "N", "P", "H", "H", "H"], "positions_angstrom": [[1.13, -1.30, -0.19], [0.69, 0.92, 0.60], [0.27, -0.12, -0.28], [1.82, -2.20, -0.13], [1.00, 1.79, 1.26], [-1.59, -0.58, -0.16], [0.60, 0.60, -1.39], [-1.85, 0.64, -0.77], [-2.07, 0.24, 1.06]], "orbital_gap_ev": 10.9, "total_charge": 0, "spin_multiplicity": 1, "e_lumo_ev": -0.26, "e_tot_ha": -566.878225}

***

The records above give, respectively, energy above the lowest of the compared OMol25 structures with the same formula, charge and spin values of 20.9 40.9 kcal/mol.